20
Properties=species:S:1:pos:R:3:forces:R:3:mulliken_charge:R:1 method="wB97M-V/def2-TZVPD" homo_lumo_gap_ev="3.23 / 3.17" charge=-1 e_lumo_ev="3.106 / 3.077" de_lowest_kj_mol=20.2
C -0.71670 -1.59836 0.80166 -0.8 0.4 -0.6 -0.114
C -0.79374 -0.18424 1.08991 -0.4 -0.1 -0.4 -0.340
C -0.40939 0.03913 2.44181 -0.1 -0.6 0.9 -0.823
C -0.06833 -1.23894 2.99810 -1.2 -0.1 -0.2 -0.405
C -0.25339 -2.22387 1.97086 -0.5 0.1 1.3 -0.742
Sc 1.41008 -0.72650 1.34512 -0.3 -1.3 -2.0 0.075
N 0.56167 0.80181 -1.92647 -0.2 -0.1 1.6 -0.179
C 0.40456 0.89030 -3.28038 0.0 1.8 -2.7 -0.408
C -0.25426 1.98310 -2.47767 1.2 -1.7 0.6 -0.448
H -0.40464 1.00991 2.93982 0.2 -0.5 -0.1 0.326
H -1.29688 0.52145 0.45751 0.1 0.3 -0.2 0.439
H 0.31732 -1.38872 3.99522 0.0 -0.2 0.0 0.339
H -0.13683 -3.28320 2.06431 0.3 -0.4 0.2 0.410
H -1.18757 -2.04735 -0.07479 0.5 -0.1 0.5 0.407
H -1.31043 2.15117 -2.55556 -0.6 -0.8 0.5 0.216
H -0.26928 0.24372 -3.84122 0.0 -0.2 0.2 0.288
H 0.29617 -0.13092 -1.57561 -0.9 0.9 0.5 0.087
H 0.28172 2.89011 -2.25594 0.2 0.1 -0.2 0.220
H 1.26173 1.20628 -3.85799 0.4 -0.2 -0.3 0.199
Cl 2.56820 1.08514 1.74132 2.1 2.6 0.6 -0.545